Record 1
A structure of composition C7H9N2OP in a non-equilibrium geometry. Source: the Open Molecules 2025 dataset; level of theory: wB97M-V/def2-TZVPD.

Structure (XYZ):
```
20
Properties=species:S:1:pos:R:3
C -3.09 -1.24 -0.36
C -3.19 0.07 0.17
C -1.86 -1.89 -0.42
C -1.99 0.63 0.56
C -0.75 -1.21 0.15
C 2.22 0.83 0.25
C 2.09 0.19 -1.10
N -0.83 0.00 0.55
N 2.08 -0.31 1.17
O 1.97 -1.21 -1.05
P 1.47 -1.70 0.38
H -3.90 -1.80 -0.88
H -4.20 0.49 0.41
H -1.94 -2.88 -0.90
H -1.77 1.66 0.87
H 3.17 1.29 0.46
H 1.31 1.39 0.44
H 1.16 0.58 -1.72
H 3.06 0.49 -1.55
H 1.64 -0.23 2.03
```

Values from the calculation:
- Frontier orbital gap: 8.7 eV
- HOMO level: -7.782 eV
- Largest force on an atom: 3.8 eV/A
- Spin multiplicity: 1
- Energy: -798.17815 a.u.
- ΔE to the lowest compared entry with this formula, charge and spin: 129.2 kJ/mol

---

Record 2
A cluster of 2 separate species, C7H11NO3S in total in a non-equilibrium geometry. Source: the Open Molecules 2025 dataset; level of theory: wB97M-V/def2-TZVPD.

Structure (XYZ):
```
23
Properties=species:S:1:pos:R:3
C -1.50 1.36 0.81
C -1.62 -0.01 1.06
C 2.07 0.54 1.20
C 1.52 1.63 -1.20
C 1.38 -1.72 1.49
C -3.97 -0.46 0.02
C 2.28 1.56 0.24
N -1.59 2.48 0.58
O -1.98 -2.12 -0.40
O -1.31 -0.78 1.99
O 1.69 -0.58 0.69
S -2.24 -0.73 -0.58
H 1.85 2.59 -1.57
H 1.70 0.80 -1.91
H 0.43 1.71 -1.01
H 0.90 -1.61 2.39
H 2.32 -2.32 1.42
H 0.67 -2.24 0.85
H -3.71 -0.39 1.03
H -4.34 0.58 -0.25
H -4.64 -1.24 -0.31
H 2.23 2.58 0.58
H 3.47 1.57 0.16
```

Values from the calculation:
- Frontier orbital gap: 6.1 eV
- HOMO level: -7.840 eV
- Largest force on an atom: 4.3 eV/A
- Spin multiplicity: 1
- Energy: -951.74544 a.u.
- ΔE to the lowest compared entry with this formula, charge and spin: 755.5 kJ/mol

---

Record 3
A structure of composition C4H7NO in a non-equilibrium geometry. Source: the Open Molecules 2025 dataset; level of theory: wB97M-V/def2-TZVPD.

Structure (XYZ):
```
13
Properties=species:S:1:pos:R:3
O 1.79 -0.23 -0.21
C 0.78 -0.90 -0.79
C -0.39 -1.19 0.16
N -0.89 0.21 -0.12
C -0.41 1.19 0.88
C 0.15 0.40 -1.02
H 0.66 1.06 1.12
H 1.02 -1.55 -1.63
H -0.12 -1.41 1.18
H -1.12 -1.91 -0.20
H -0.93 0.90 1.76
H -0.67 2.21 0.61
H 0.14 1.22 -1.75
```

Values from the calculation:
- Frontier orbital gap: 9.5 eV
- HOMO level: -9.092 eV
- Largest force on an atom: 2.8 eV/A
- Spin multiplicity: 1
- Energy: -286.44508 a.u.
- ΔE to the lowest compared entry with this formula, charge and spin: 489.8 kJ/mol

---

Record 4
An isolated molecule of C3H5Br in a non-equilibrium geometry. Source: the Open Molecules 2025 dataset; level of theory: wB97M-V/def2-TZVPD.

Structure (XYZ):
```
9
Properties=species:S:1:pos:R:3
C -1.03 -0.69 -0.20
C -0.01 -0.34 0.56
C 1.10 0.72 0.01
Br 2.87 -0.04 0.32
H -1.80 -1.35 0.16
H -1.14 -0.34 -1.21
H 0.14 -0.66 1.58
H 1.04 1.65 0.58
H 0.99 0.88 -1.06
```

Values from the calculation:
- Frontier orbital gap: 11.0 eV
- HOMO level: -9.999 eV
- Largest force on an atom: 3.4 eV/A
- Spin multiplicity: 1
- Energy: -2691.28620 a.u.
- ΔE to the lowest compared entry with this formula, charge and spin: 0.0 kJ/mol

---

Record 5
A structure of composition C36H24N8OPb. Source: the Open Molecules 2025 dataset; level of theory: wB97M-V/def2-TZVPD.

Structure (XYZ):
```
70
Properties=species:S:1:pos:R:3
Pb 0.38 4.03 0.77
C -3.94 -9.48 0.20
O -4.30 -8.47 -0.74
C -3.84 -7.22 -0.52
C -4.21 -6.26 -1.46
C -3.78 -4.96 -1.33
C -2.97 -4.58 -0.26
C -2.60 -5.54 0.67
C -3.03 -6.86 0.55
C -2.50 -3.20 -0.08
N -1.72 -2.79 0.89
C -1.54 -1.45 0.66
C -2.21 -1.04 -0.46
N -2.82 -2.18 -0.93
C -2.22 0.31 -0.92
C -2.90 0.78 -2.05
C -2.87 2.11 -2.36
C -2.14 2.97 -1.53
N -1.47 2.55 -0.48
C -1.50 1.24 -0.15
C -0.77 0.83 1.05
N -0.10 1.76 1.76
C 0.53 1.40 2.87
C 0.56 0.08 3.33
C -0.10 -0.88 2.61
C -0.79 -0.51 1.45
H -4.41 -10.39 -0.15
H -4.31 -9.24 1.20
H -2.86 -9.62 0.24
H -4.84 -6.57 -2.29
H -4.10 -4.24 -2.08
H -1.98 -5.25 1.50
H -2.72 -7.58 1.29
H -3.40 -2.25 -1.75
H -3.45 0.09 -2.68
H -3.38 2.50 -3.23
H -2.08 4.03 -1.75
H 1.04 2.19 3.41
H 1.10 -0.15 4.23
H -0.09 -1.92 2.91
N 1.85 4.23 2.59
C 2.49 4.70 3.43
C 3.27 5.27 4.42
C 3.74 6.60 4.27
N 4.12 7.69 4.15
C 3.53 4.50 5.59
N 3.70 3.86 6.53
C 0.64 2.32 -4.53
C 0.26 3.49 -3.88
C 0.71 3.76 -2.59
C 1.53 2.86 -1.90
C 1.92 1.69 -2.58
C 1.48 1.43 -3.87
N 1.90 3.10 -0.57
C 3.22 2.79 -0.19
C 3.51 2.06 0.96
C 4.82 1.85 1.38
C 5.88 2.34 0.63
C 5.61 3.03 -0.55
C 4.30 3.26 -0.95
H 0.30 2.12 -5.53
H -0.36 4.22 -4.39
H 0.46 4.71 -2.12
H 2.57 0.99 -2.07
H 1.80 0.52 -4.36
H 2.69 1.65 1.53
H 5.01 1.30 2.29
H 6.90 2.19 0.95
H 6.42 3.42 -1.15
H 4.10 3.81 -1.86
```

Values from the calculation:
- Frontier orbital gap: 6.4 eV
- HOMO level: -7.427 eV
- Largest force on an atom: 0.5 eV/A
- Spin multiplicity: 1
- Energy: -2092.43858 a.u.

---

Record 6
A cluster of 2 separate species, C2H8N2O in total in a non-equilibrium geometry. Source: the Open Molecules 2025 dataset; level of theory: wB97M-V/def2-TZVPD.

Structure (XYZ):
```
13
Properties=species:S:1:pos:R:3
C -1.31 0.94 -3.16
O -0.10 0.65 -3.05
H -1.76 1.15 -4.04
H -1.68 1.68 -2.44
N 0.88 0.44 0.66
C 0.12 -0.29 1.64
N 0.22 -1.73 1.67
H 1.22 1.29 1.22
H 1.74 0.08 0.38
H -0.95 0.12 1.65
H 0.53 -0.03 2.62
H 1.03 -2.15 2.15
H 0.05 -2.14 0.70
```

Values from the calculation:
- Frontier orbital gap: 9.4 eV
- HOMO level: -9.097 eV
- Largest force on an atom: 6.8 eV/A
- Spin multiplicity: 1
- Energy: -265.65121 a.u.
- ΔE to the lowest compared entry with this formula, charge and spin: 346.4 kJ/mol

---

Record 7
An isolated molecule of C4H2O2 in a non-equilibrium geometry. Source: the Open Molecules 2025 dataset; level of theory: wB97M-V/def2-TZVPD.

Structure (XYZ):
```
8
Properties=species:S:1:pos:R:3
O -2.30 -1.81 -3.15
C -1.60 -1.23 -2.39
C -1.47 -0.15 -1.46
C -0.35 -1.16 -1.74
C -0.30 -0.23 -0.53
O -0.40 -0.61 0.74
H 0.37 0.58 -0.72
H -0.15 -1.51 0.68
```

Values from the calculation:
- Frontier orbital gap: 10.4 eV
- HOMO level: -10.660 eV
- Largest force on an atom: 4.0 eV/A
- Spin multiplicity: 1
- Energy: -303.91671 a.u.
- ΔE to the lowest compared entry with this formula, charge and spin: 244.4 kJ/mol

---

Record 8
An isolated molecule of C3H3Br3 in a non-equilibrium geometry. Source: the Open Molecules 2025 dataset; level of theory: wB97M-V/def2-TZVPD.

Structure (XYZ):
```
9
Properties=species:S:1:pos:R:3
Br 3.02 -0.46 0.80
C 1.14 -0.62 0.34
C 0.48 0.38 -0.18
C -1.21 0.29 -0.42
Br -2.00 1.91 0.12
Br -1.85 -1.28 0.75
H 0.69 -1.66 0.57
H 0.89 1.35 -0.56
H -1.15 0.09 -1.43
```

Values from the calculation:
- Frontier orbital gap: 9.8 eV
- HOMO level: -9.853 eV
- Largest force on an atom: 5.7 eV/A
- Spin multiplicity: 1
- Energy: -7838.08755 a.u.
- ΔE to the lowest compared entry with this formula, charge and spin: 111.7 kJ/mol

---

Record 9
A structure of composition C13H27F2N6O9PS2 in a non-equilibrium geometry. Source: the Open Molecules 2025 dataset; level of theory: wB97M-V/def2-TZVPD.

Structure (XYZ):
```
60
Properties=species:S:1:pos:R:3
C 3.66 -3.40 -0.66
O 2.67 -3.42 -1.66
C 1.86 -2.27 -1.51
C 0.85 -2.22 -2.64
C -0.22 -1.07 -2.48
C 0.17 -0.10 -1.43
N 1.09 0.81 -1.56
C 1.80 0.97 -2.84
N 3.22 1.23 -2.69
C 1.23 1.54 -0.36
C 2.22 2.67 -0.29
C 2.51 3.32 1.06
C 3.24 2.44 2.09
N 3.63 1.09 1.71
O 3.52 2.87 3.18
C 0.34 1.00 0.47
C 0.02 1.34 1.91
C 0.40 0.18 2.87
O 1.44 0.54 3.76
N -0.35 -0.02 -0.20
P -1.65 -1.07 0.29
N -2.83 -1.01 -0.66
O -0.95 -2.48 0.46
O -2.14 -0.67 1.75
H 4.32 -2.53 -0.76
H 4.29 -4.28 -0.73
H 3.23 -3.38 0.34
H 1.38 -2.34 -0.53
H 2.54 -1.41 -1.55
H 0.29 -3.15 -2.67
H 1.37 -2.12 -3.59
H -0.32 -0.57 -3.44
H -1.18 -1.53 -2.27
H 1.33 1.82 -3.35
H 1.67 0.12 -3.49
H 3.35 2.22 -2.54
H 3.72 1.00 -3.53
H 3.18 2.33 -0.67
H 1.89 3.44 -0.99
H 1.62 3.79 1.47
H 3.20 4.15 0.87
H 4.10 1.12 0.80
H 2.81 0.51 1.58
H 0.40 2.30 2.23
H -1.07 1.42 1.96
H -0.48 -0.05 3.48
H 0.62 -0.73 2.32
H 2.13 -0.12 3.73
H -3.01 -1.91 -1.07
H -1.65 -3.14 0.56
H -2.62 0.17 1.63
N -6.26 -0.12 1.59
S -7.28 1.08 1.77
O -8.63 0.71 2.06
O -7.07 2.21 0.92
F -6.75 1.61 3.18
S -6.50 -0.97 0.29
O -5.80 -2.22 0.32
O -6.51 -0.27 -0.95
F -8.01 -1.45 0.44
```

Values from the calculation:
- Frontier orbital gap: 7.4 eV
- HOMO level: -8.382 eV
- Largest force on an atom: 2.8 eV/A
- Spin multiplicity: 1
- Energy: -2854.68370 a.u.

---

Record 10
A structure of composition C21H20Cl6NO5Tc in a non-equilibrium geometry. Source: the Open Molecules 2025 dataset; level of theory: wB97M-V/def2-TZVPD.

Structure (XYZ):
```
54
Properties=species:S:1:pos:R:3
Tc 0.19 0.29 0.84
N 0.31 -2.06 -0.70
C 1.46 -2.96 -0.44
C 2.01 -2.75 0.98
C 2.78 -1.43 1.01
O 3.98 -1.35 1.20
O 2.01 -0.43 0.74
H -0.55 -2.50 -0.41
H 0.24 -1.81 -1.68
H 2.25 -2.73 -1.16
H 1.16 -4.01 -0.56
H 2.67 -3.56 1.28
H 1.17 -2.65 1.67
Cl -1.88 4.70 5.90
C -1.27 3.34 5.03
C -1.72 3.07 3.75
Cl -2.93 4.02 2.96
C -1.22 1.99 3.05
Cl -1.40 1.51 0.37
C -0.19 1.10 3.58
O 0.40 0.11 2.89
C 0.19 1.40 4.90
Cl 1.37 0.38 5.64
C -0.33 2.49 5.60
Cl 0.21 2.81 7.21
C -2.75 -0.84 0.13
C -2.50 0.63 0.01
C -1.67 1.63 1.76
C -3.75 1.26 -0.68
C -0.76 1.67 -0.92
H -3.79 -1.05 0.42
H -2.10 -1.22 0.92
H -2.53 -1.31 -0.83
H -2.93 1.10 2.38
H -2.19 2.52 0.09
H -0.71 2.38 0.59
H -4.69 0.91 -0.27
H -3.64 1.04 -1.74
H -3.59 2.32 -0.51
H -0.07 2.43 -1.29
Cl 4.52 4.74 -3.36
C 3.24 3.56 -3.26
C 2.24 3.57 -4.23
C 1.22 2.63 -4.14
C 1.20 1.71 -3.10
C 2.22 1.71 -2.15
C 3.24 2.64 -2.23
C 0.10 0.69 -3.06
O 0.05 -0.19 -3.89
O -0.81 0.75 -2.11
H 2.28 4.29 -5.03
H 0.44 2.62 -4.89
H 2.21 0.99 -1.34
H 4.03 2.65 -1.49
```

Values from the calculation:
- Frontier orbital gap (spin up / spin down): 6.6 / 6.0 eV
- Total charge: -1
- ⟨S²⟩: 3.8458
- HOMO level (spin up / spin down): -4.152 / -4.264 eV
- Largest force on an atom: 17.2 eV/A
- Spin multiplicity: 4
- Energy: -4084.26104 a.u.

---

Record 11
A structure of composition C12H48Al2O16P in a non-equilibrium geometry. Source: the Open Molecules 2025 dataset; level of theory: wB97M-V/def2-TZVPD.

Structure (XYZ):
```
79
Properties=species:S:1:pos:R:3
Al 2.43 -2.11 -1.61
Al -0.45 -2.75 2.57
P 0.18 -0.11 0.23
O 1.23 -1.15 0.85
O -1.06 -1.02 0.24
O 0.77 0.12 -1.24
O -0.03 1.22 1.03
C 0.82 3.80 -1.38
O 1.56 2.68 -0.85
H 0.18 3.53 -2.21
H 0.25 4.20 -0.54
H 1.48 4.61 -1.70
H 0.95 2.04 -0.49
C 2.53 1.91 -4.12
O 2.54 0.89 -3.14
H 3.50 2.01 -4.60
H 1.78 1.69 -4.88
H 2.31 2.85 -3.63
H 1.79 0.96 -2.54
C -3.49 -4.66 0.35
O -2.66 -3.54 0.66
H -3.64 -5.16 1.30
H -4.43 -4.25 -0.04
H -2.92 -5.30 -0.32
H -3.01 -2.78 0.18
C -2.10 0.93 -2.82
O -0.73 0.84 -3.19
H -2.54 -0.03 -2.57
H -2.25 1.64 -2.00
H -2.72 1.32 -3.63
H -0.24 0.75 -2.38
C 4.85 -1.76 2.08
O 3.86 -1.65 1.09
H 5.33 -0.78 2.11
H 4.45 -2.09 3.04
H 5.61 -2.47 1.74
H 3.04 -1.37 1.49
C -4.11 -0.18 0.94
O -3.52 -1.04 -0.06
H -4.12 0.82 0.51
H -5.15 -0.43 1.18
H -3.43 -0.15 1.78
H -2.57 -0.90 0.00
C -1.13 1.22 4.27
O -1.12 0.36 3.16
H -0.10 1.41 4.58
H -1.50 2.22 4.07
H -1.69 0.72 5.06
H -0.82 0.85 2.39
C 2.55 -0.61 5.01
O 1.61 -0.67 3.92
H 2.82 -1.59 5.40
H 3.46 -0.14 4.66
H 2.04 -0.01 5.77
H 1.52 0.20 3.51
C -2.18 3.43 1.31
O -1.96 2.73 0.16
H -2.55 2.69 2.02
H -1.23 3.85 1.63
H -2.84 4.28 1.14
H -1.22 2.17 0.39
C -1.94 -3.01 -2.49
O -0.77 -2.63 -1.80
H -1.78 -3.88 -3.12
H -2.83 -3.20 -1.89
H -2.26 -2.11 -3.02
H -0.96 -1.99 -1.11
C 0.33 -1.98 -5.20
O 0.80 -1.26 -4.06
H 1.01 -2.83 -5.31
H -0.66 -2.38 -4.98
H 0.37 -1.34 -6.08
H 0.24 -0.50 -3.88
C 3.08 1.83 1.79
O 1.91 1.75 2.52
H 3.92 1.81 2.48
H 3.13 1.04 1.04
H 3.28 2.81 1.36
H 1.18 1.68 1.91
```

Values from the calculation:
- Frontier orbital gap: 2.8 eV
- Total charge: +3
- HOMO level: -17.687 eV
- Largest force on an atom: 3.7 eV/A
- Spin multiplicity: 1
- Energy: -2514.54910 a.u.
- ΔE to the lowest compared entry with this formula, charge and spin: 294.0 kJ/mol

---

Record 12
An isolated molecule of C5H8N2 in a non-equilibrium geometry. Source: the Open Molecules 2025 dataset; level of theory: wB97M-V/def2-TZVPD.

Structure (XYZ):
```
15
Properties=species:S:1:pos:R:3
H -2.12 -1.64 2.23
N -2.03 -0.68 1.86
C -1.19 -0.58 0.88
C -0.27 -1.49 0.36
C 0.54 -0.93 -0.59
C 0.10 0.57 -0.95
C 1.34 1.37 -0.44
N -1.09 0.52 -0.03
H -0.08 -2.51 0.59
H 1.13 -1.45 -1.27
H -0.10 0.76 -2.03
H 1.36 2.48 -0.55
H 1.55 1.05 0.67
H 2.26 1.09 -1.06
H -1.41 1.43 0.32
```

Values from the calculation:
- Frontier orbital gap: 9.5 eV
- HOMO level: -8.867 eV
- Largest force on an atom: 5.1 eV/A
- Spin multiplicity: 1
- Energy: -304.77226 a.u.
- ΔE to the lowest compared entry with this formula, charge and spin: 166.0 kJ/mol

---

Copy entry 7 word for word.
An isolated molecule of C4H2O2 in a non-equilibrium geometry. Source: the Open Molecules 2025 dataset; level of theory: wB97M-V/def2-TZVPD.

Structure (XYZ):
```
8
Properties=species:S:1:pos:R:3
O -2.30 -1.81 -3.15
C -1.60 -1.23 -2.39
C -1.47 -0.15 -1.46
C -0.35 -1.16 -1.74
C -0.30 -0.23 -0.53
O -0.40 -0.61 0.74
H 0.37 0.58 -0.72
H -0.15 -1.51 0.68
```

Values from the calculation:
- Frontier orbital gap: 10.4 eV
- HOMO level: -10.660 eV
- Largest force on an atom: 4.0 eV/A
- Spin multiplicity: 1
- Energy: -303.91671 a.u.
- ΔE to the lowest compared entry with this formula, charge and spin: 244.4 kJ/mol

---

Q: What is the spin multiplicity in the eighth record?
A: 1

---

Q: Which value of energy does entry 4 give?
A: -2691.28620 a.u.

---

Q: spin multiplicity of number 1 (C7H9N2OP)?
A: 1